[1]
Below is a molecular structure, C29H24F5N6Tb, with properties calculated with ωB97M-V/def2-TZVPD.

Each line ends with the Mulliken spin population.
Geometry (Å):
1 Tb -0.193 0.437 0.200  5.9446
2 C 0.802 -0.947 3.655  0.0017
3 C -0.673 -0.759 3.449  -0.0031
4 C -1.527 -0.401 4.585  -0.0005
5 C -2.875 -0.310 4.355  -0.0005
6 C -3.359 -0.320 3.109  0.0011
7 C -2.480 -0.593 2.056  -0.0011
8 N -1.107 -0.702 2.199  0.0159
9 C -3.093 -0.855 0.755  0.0025
10 C -4.463 -1.086 0.563  -0.0010
11 C -4.975 -1.123 -0.720  0.0008
12 C -4.173 -0.731 -1.769  -0.0008
13 C -2.821 -0.331 -1.536  0.0105
14 N -2.281 -0.495 -0.269  0.0065
15 C -2.046 0.223 -2.616  -0.0039
16 C -2.195 -0.125 -3.968  -0.0003
17 C -1.512 0.516 -5.000  0.0001
18 C -0.654 1.552 -4.633  -0.0004
19 C -0.482 1.839 -3.262  -0.0005
20 C 0.343 3.055 -2.872  -0.0009
21 N -1.021 1.042 -2.347  -0.0019
22 H 1.189 -0.492 4.561  0.0002
23 H 1.345 -0.477 2.811  0.0008
24 H 1.129 -2.018 3.702  0.0000
25 H -1.119 -0.351 5.591  0.0000
26 H -3.533 -0.200 5.169  0.0000
27 H -4.372 -0.087 2.853  0.0003
28 H -5.081 -1.132 1.490  -0.0001
29 H -5.995 -1.414 -0.897  0.0000
30 H -4.582 -0.579 -2.734  0.0000
31 H -2.915 -0.898 -4.169  -0.0001
32 H -1.707 0.221 -6.041  0.0000
33 H -0.152 2.190 -5.370  -0.0001
34 H 0.000 4.016 -3.312  0.0000
35 H 1.415 3.029 -3.156  0.0001
36 H 0.238 3.228 -1.801  0.0012
37 N 1.850 0.393 -1.710  -0.0009
38 C 2.932 -0.500 -1.377  -0.0019
39 C 4.255 -0.312 -1.702  -0.0016
40 C 5.187 -1.190 -1.140  0.0005
41 C 4.826 -2.122 -0.194  -0.0011
42 C 3.482 -2.349 0.124  -0.0007
43 C 3.042 -3.386 0.967  -0.0008
44 C 1.711 -3.677 1.053  0.0006
45 C 0.769 -2.763 0.508  0.0041
46 N 1.135 -1.608 -0.102  0.0131
47 C 2.491 -1.521 -0.513  0.0008
48 H 2.148 1.226 -2.038  0.0021
49 H 1.127 -0.001 -2.329  0.0036
50 H 4.605 0.413 -2.448  0.0000
51 H 6.256 -1.021 -1.456  0.0000
52 H 5.593 -2.800 0.235  -0.0001
53 H 3.770 -3.874 1.642  0.0000
54 H 1.395 -4.584 1.537  -0.0001
55 H -0.262 -2.972 0.614  -0.0003
56 N -1.956 3.499 0.552  -0.0004
57 C -1.463 2.462 0.320  0.0054
58 H -2.354 4.427 0.752  -0.0012
59 F 2.129 2.811 -0.093  0.0018
60 C 2.000 1.883 0.982  0.0051
61 F 3.225 1.263 1.141  -0.0004
62 C 1.778 2.685 2.220  0.0011
63 F 0.524 3.232 2.286  0.0003
64 F 1.954 1.842 3.254  0.0003
65 F 2.781 3.627 2.281  -0.0004

## Properties
**Net charge**: +2
**Kohn-Sham gap (alpha / beta)**: 6.70 / 6.73 eV
**<S²>**: 12.674
**Highest occupied orbital energy (alpha / beta)**: -13.407 / -13.398 eV
**2S+1**: 7
**DFT total energy**: -75412.2558 eV

---

[2]
Below is a molecular structure, C29H24HfN10S3Se, with properties calculated with ωB97M-V/def2-TZVPD.

Each line ends with the natural charge from an NBO analysis.
Geometry (Å):
1 Hf -0.265 0.436 -0.326  1.7483
2 S 1.587 -0.129 1.406  -0.2342
3 C 2.798 1.031 0.938  -0.2625
4 C 3.882 1.130 1.829  0.2521
5 N 4.742 1.183 2.589  -0.2982
6 C 2.767 1.853 -0.158  -0.2580
7 S 1.554 1.904 -1.400  -0.1853
8 C 3.810 2.780 -0.329  0.2492
9 N 4.616 3.584 -0.477  -0.2927
10 C -2.892 1.042 4.945  -0.1878
11 C -3.838 0.587 4.039  -0.2186
12 C -3.445 0.061 2.826  -0.2205
13 C -2.087 -0.015 2.500  0.1692
14 C -1.135 0.437 3.418  -0.2259
15 C -1.545 0.962 4.629  -0.2198
16 N -1.684 -0.496 1.250  -0.3597
17 N -2.407 -1.452 0.791  -0.0749
18 C -2.199 -1.893 -0.484  0.0714
19 C -3.050 -2.937 -0.900  -0.1516
20 C -3.018 -3.363 -2.206  -0.2422
21 C -2.161 -2.737 -3.107  -0.1562
22 C -1.310 -1.725 -2.687  -0.2039
23 C -1.257 -1.289 -1.361  -0.4776
24 H -3.197 1.458 5.893  0.2162
25 H -4.889 0.633 4.283  0.2186
26 H -4.170 -0.294 2.110  0.2326
27 H -0.082 0.335 3.195  0.2560
28 H -0.803 1.300 5.336  0.2188
29 H -3.720 -3.380 -0.180  0.2235
30 H -3.672 -4.154 -2.544  0.2195
31 H -2.160 -3.044 -4.144  0.2146
32 H -0.681 -1.240 -3.429  0.1902
33 N -2.866 1.699 -1.685  -0.5126
34 C -1.751 1.377 -1.792  -0.0726
35 C 3.528 -4.699 -1.895  -0.4166
36 N 2.917 -3.882 -2.903  -0.3781
37 C 2.256 -2.720 -2.692  0.2681
38 Se 1.991 -1.840 -1.115  -0.1353
39 N 1.809 -2.270 -3.888  -0.5374
40 C 2.170 -3.145 -4.882  0.1125
41 C 1.939 -3.155 -6.246  -0.2304
42 C 2.450 -4.225 -6.961  -0.2063
43 C 3.177 -5.237 -6.342  -0.2144
44 C 3.414 -5.229 -4.977  -0.2387
45 C 2.886 -4.176 -4.249  0.1704
46 H 3.396 -4.211 -0.930  0.2593
47 H 4.594 -4.814 -2.097  0.2128
48 H 3.060 -5.685 -1.877  0.2104
49 H 1.322 -1.394 -3.983  0.4395
50 H 1.388 -2.365 -6.729  0.2253
51 H 2.283 -4.275 -8.025  0.2205
52 H 3.572 -6.045 -6.939  0.2206
53 H 3.990 -6.008 -4.506  0.2241
54 C 2.049 3.524 3.174  -0.5968
55 C 0.612 3.956 3.425  -0.4572
56 C -0.359 3.429 2.438  0.1230
57 N -0.161 2.574 1.509  -0.2607
58 N -1.257 2.268 0.782  -0.4801
59 C -2.342 2.901 1.168  0.3186
60 N -3.534 2.727 0.617  -0.7898
61 S -2.042 3.970 2.526  0.3416
62 H 2.702 3.985 3.911  0.2230
63 H 2.377 3.835 2.186  0.2242
64 H 2.153 2.446 3.252  0.2211
65 H 0.549 5.049 3.417  0.2277
66 H 0.281 3.625 4.415  0.2248
67 H -3.523 2.303 -0.346  0.4464
68 H -4.289 3.333 0.891  0.4024

## Properties
**Kohn-Sham gap**: 5.61 eV
**Highest occupied orbital energy**: -7.358 eV
**Energy relative to the best compared isomer or geometry (same formula, charge and spin)**: 13.2 kcal/mol
**DFT total energy**: -144522.9438 eV

---

[3]
Below is a molecular structure, C29H24N3O2OsS3, with properties calculated with ωB97M-V/def2-TZVPD.

Each line ends with the Mulliken spin population.
Geometry (Å):
1 Os -0.265 0.519 -0.829  2.6695
2 C 2.446 3.778 -1.772  0.0008
3 C 1.591 4.869 -1.745  0.0146
4 C 0.235 4.664 -1.512  0.0031
5 C -0.228 3.381 -1.297  0.0441
6 N 0.631 2.325 -1.251  -0.0126
7 C 1.932 2.522 -1.508  0.0190
8 C -1.653 3.004 -1.221  0.0132
9 C -2.738 3.853 -1.326  -0.0060
10 C -4.014 3.302 -1.400  0.0370
11 C -4.192 1.923 -1.362  -0.0028
12 C -3.081 1.115 -1.206  0.0680
13 N -1.847 1.665 -1.139  -0.0356
14 C -3.054 -0.358 -1.172  0.0083
15 C -4.168 -1.158 -1.321  0.0031
16 C -4.007 -2.536 -1.431  0.0159
17 C -2.729 -3.071 -1.389  -0.0033
18 C -1.658 -2.221 -1.185  0.0062
19 N -1.807 -0.896 -1.055  -0.0825
20 H 3.497 3.892 -1.999  0.0004
21 H 1.965 5.868 -1.930  0.0000
22 H -0.454 5.497 -1.524  0.0003
23 H 2.568 1.646 -1.506  0.0001
24 H -2.606 4.924 -1.374  0.0021
25 H -4.873 3.951 -1.514  -0.0020
26 H -5.179 1.500 -1.475  0.0025
27 H -5.153 -0.716 -1.368  0.0005
28 H -4.868 -3.175 -1.572  -0.0002
29 H -2.560 -4.131 -1.516  0.0013
30 H -0.648 -2.607 -1.138  -0.0056
31 O 1.475 -0.500 -0.256  0.0111
32 S 2.329 -0.290 1.022  0.0181
33 C 1.361 1.006 1.800  0.0039
34 C 1.945 2.205 2.153  0.0037
35 C 1.126 3.263 2.551  0.0490
36 C -0.255 3.115 2.558  -0.0178
37 C -0.829 1.892 2.227  0.0547
38 C -0.026 0.816 1.846  0.0755
39 C 1.925 -1.678 2.084  0.0106
40 C 2.443 -1.693 3.371  -0.0057
41 C 2.122 -2.762 4.192  0.0003
42 C 1.318 -3.792 3.721  -0.0001
43 C 0.834 -3.772 2.419  0.0017
44 C 1.140 -2.705 1.587  0.0042
45 H 3.022 2.322 2.131  0.0004
46 H 1.577 4.201 2.845  0.0005
47 H -0.882 3.943 2.862  0.0008
48 H -1.902 1.759 2.302  0.0014
49 H -0.450 -0.187 1.801  -0.0108
50 H 3.079 -0.892 3.730  -0.0004
51 H 2.504 -2.800 5.203  0.0001
52 H 1.074 -4.623 4.369  0.0000
53 H 0.232 -4.590 2.047  0.0000
54 H 0.799 -2.672 0.562  0.0012
55 C 3.344 -5.138 -1.682  0.0113
56 O 3.022 -3.739 -1.877  -0.0109
57 C 1.958 -3.408 -2.525  -0.0573
58 S 0.762 -4.381 -3.187  0.5893
59 S 1.564 -1.819 -2.932  0.5131
60 H 4.424 -5.192 -1.604  0.0028
61 H 2.996 -5.737 -2.520  -0.0086
62 H 2.886 -5.482 -0.757  -0.0016

## Properties
**Net charge**: +3
**Kohn-Sham gap (alpha / beta)**: 5.90 / 4.69 eV
**<S²>**: 6.027
**Highest occupied orbital energy (alpha / beta)**: -15.780 / -15.909 eV
**2S+1**: 5
**DFT total energy**: -73973.2161 eV

---

[4]
Below is a molecular structure, C29H25AuN5O3S, with properties calculated with ωB97M-V/def2-TZVPD.

Each line ends with the natural charge from an NBO analysis.
Geometry (Å):
1 Au 1.779 -0.014 -1.985  1.1738
2 O 1.146 -3.619 -3.652  -0.5654
3 C 1.218 -2.458 -3.341  0.7392
4 O 1.596 -2.026 -2.161  -0.7571
5 C 0.809 -1.384 -4.334  0.1023
6 C 0.399 -1.709 -5.611  -0.1925
7 C 0.030 -0.684 -6.468  -0.1283
8 C 0.072 0.627 -6.018  -0.2313
9 C 0.490 0.877 -4.724  0.0599
10 N 0.852 -0.115 -3.909  -0.5135
11 H 0.385 -2.751 -5.897  0.2650
12 H -0.289 -0.904 -7.478  0.2386
13 H -0.213 1.451 -6.656  0.2419
14 H 0.533 1.878 -4.316  0.2258
15 S 2.049 2.264 -1.869  -0.0913
16 C 1.503 2.710 -0.281  0.1171
17 N 0.541 2.016 0.353  -0.4891
18 C 0.076 2.354 1.570  0.0775
19 C 0.553 3.462 2.214  -0.2477
20 C 1.543 4.218 1.584  -0.0995
21 C 2.023 3.842 0.348  -0.2552
22 H 0.152 1.141 -0.069  0.4715
23 H -0.678 1.697 1.982  0.2421
24 H 0.171 3.725 3.189  0.2436
25 H 1.951 5.093 2.072  0.2415
26 H 2.809 4.393 -0.147  0.2504
27 C -3.772 -2.312 2.154  -0.4218
28 N -2.560 -2.081 1.390  -0.1756
29 N -2.236 -0.830 0.904  -0.2550
30 C -1.209 -0.949 -0.010  0.6065
31 O -0.673 0.051 -0.548  -0.7768
32 C -0.937 -2.337 -0.110  -0.4232
33 C -1.792 -2.985 0.744  0.2803
34 C -1.956 -4.445 0.979  -0.6640
35 C -2.663 0.370 1.526  0.1783
36 C -2.513 0.541 2.898  -0.2676
37 C -2.915 1.733 3.484  -0.2044
38 C -3.438 2.754 2.701  -0.2039
39 C -3.568 2.580 1.329  -0.1840
40 C -3.191 1.384 0.737  -0.2291
41 H -4.492 -1.527 1.937  0.2341
42 H -3.576 -2.330 3.226  0.2161
43 H -4.201 -3.264 1.853  0.2324
44 H -0.169 -2.774 -0.727  0.2735
45 H -1.169 -4.985 0.459  0.2559
46 H -2.917 -4.797 0.599  0.2394
47 H -1.902 -4.686 2.041  0.2387
48 H -2.081 -0.251 3.497  0.2320
49 H -2.813 1.864 4.554  0.2332
50 H -3.751 3.682 3.161  0.2324
51 H -3.982 3.372 0.719  0.2317
52 H -3.297 1.226 -0.328  0.2417
53 N 5.698 -0.781 4.211  -0.2767
54 C 5.077 -0.664 3.252  0.2601
55 C 4.301 -0.513 2.050  -0.1824
56 C 4.936 -0.285 0.832  -0.1398
57 C 4.180 -0.121 -0.319  -0.2614
58 C 2.793 -0.186 -0.251  -0.1482
59 C 2.160 -0.436 0.957  -0.3045
60 C 2.913 -0.597 2.110  -0.1005
61 H 6.015 -0.233 0.789  0.2376
62 H 4.684 0.065 -1.258  0.2330
63 H 1.085 -0.537 1.004  0.2215
64 H 2.431 -0.796 3.057  0.2213

## Properties
**Net charge**: +1
**Kohn-Sham gap**: 8.24 eV
**Highest occupied orbital energy**: -11.476 eV
**Energy relative to the best compared isomer or geometry (same formula, charge and spin)**: 7.3 kcal/mol
**DFT total energy**: -58593.9546 eV